Density functional theory data (ωB97M-V with the def2-TZVPD basis set) for a structure of composition C14H24N4O2 in a non-equilibrium geometry.

ORCA input file:
```
! wB97M-V def2-TZVPD RIJCOSX def2/J DEFGRID3
* xyz 0 1
C -9.90 2.04 -22.92
C -8.73 1.14 -22.62
O -8.63 -0.04 -22.91
C -7.67 1.80 -21.81
H -10.76 1.56 -23.40
H -9.45 2.75 -23.60
H -10.16 2.70 -22.09
H -8.10 2.35 -20.98
H -7.14 2.59 -22.34
H -6.91 1.14 -21.37
C -7.64 2.40 -17.49
C -8.14 1.95 -18.87
O -8.12 2.67 -19.92
C -8.93 0.61 -18.90
H -6.89 1.72 -17.09
H -8.35 2.59 -16.69
H -7.16 3.37 -17.54
H -9.44 0.46 -17.94
H -8.09 -0.07 -18.94
H -9.63 0.44 -19.72
C -7.22 -0.49 -21.08
C -7.95 -1.72 -21.02
N -8.59 -2.66 -20.99
H -7.80 0.30 -20.61
H -7.14 -0.26 -22.15
H -6.24 -0.56 -20.60
C -5.43 1.72 -22.54
C -5.03 1.59 -21.16
N -4.63 1.56 -20.07
H -6.23 2.46 -22.55
H -6.00 0.83 -22.81
H -4.61 1.95 -23.21
C -11.92 2.07 -24.96
C -10.53 2.48 -25.30
N -9.45 2.75 -25.61
H -12.37 1.73 -25.89
H -12.51 2.88 -24.53
H -11.91 1.27 -24.21
C -10.86 5.14 -21.70
C -9.84 4.68 -22.66
N -9.03 4.27 -23.36
H -11.86 4.95 -22.10
H -10.83 6.19 -21.41
H -10.88 4.57 -20.76
*
```

Output
- DFT total energy (eV) = -24949.6657
- Kohn-Sham gap (hartree) = 0.3088
- HOMO level (eV) = -8.482
- relative energy (zero: lowest compared OMol25 entry of this formula, charge and spin) (eV) = 11.9981